*P*
This record from the Open Molecules 2025 dataset describes the molecule C15H22N2O4. The level of theory is ωB97M-V/def2-TZVPD.

The geometry in XYZ format:
```
43
Properties=species:S:1:pos:R:3:lowdin_charge:R:1
H 6.011 -0.690 -1.002 0.08
C 4.271 0.009 0.162 -0.21
O -4.777 -2.867 0.832 0.04
H -2.268 1.694 -2.095 0.12
C -3.820 0.365 -0.670 -0.02
C 2.379 -0.736 -1.229 -0.07
H 6.066 -1.446 0.524 0.07
H 4.432 0.497 1.147 0.12
N -0.240 1.519 0.814 0.06
C -1.107 2.090 -0.313 -0.18
C 1.229 1.450 0.608 -0.28
H 2.230 0.317 2.183 0.16
O -3.122 3.425 -0.432 0.07
H -5.700 -2.630 0.966 0.10
C -2.749 -2.120 -0.009 0.03
H 0.649 -1.635 0.944 0.07
H -2.449 -3.053 0.365 0.09
C 1.813 0.078 1.152 -0.22
H -0.431 0.537 0.973 0.05
O 1.751 2.363 -0.076 0.05
H -5.784 -0.609 -0.002 0.12
C -2.266 2.921 0.292 -0.47
H 4.864 -1.939 -0.563 0.05
N 0.605 -0.752 1.411 0.01
H -0.330 2.676 -0.792 0.14
C -1.556 1.199 -1.444 -0.08
C -2.485 0.075 -0.919 -0.25
C 2.846 -0.629 0.190 -0.36
H -0.801 0.766 -2.063 0.11
H 0.706 -1.074 2.419 0.13
C -4.673 -0.554 -0.024 0.00
H 2.930 -1.375 -1.954 0.10
H -0.858 -1.307 -0.610 0.07
C 5.334 -1.039 -0.194 -0.12
C -1.908 -1.096 -0.590 -0.05
H 4.283 0.641 -0.739 0.11
H 3.014 -1.665 0.664 0.15
H 1.273 -0.955 -1.163 0.08
O -2.184 3.073 1.612 0.09
H -4.249 1.365 -0.895 0.12
H -1.233 2.650 1.830 0.15
C -4.125 -1.807 0.294 -0.32
H 2.432 0.267 -1.604 0.07
```

- E_LUMO: 0.297 eV
- E_HOMO: -8.49 eV
- Kohn-Sham gap: 8.79 eV



*Q*
This record from the Open Molecules 2025 dataset describes the molecule C15H22N2O4. The level of theory is ωB97M-V/def2-TZVPD.

The geometry in XYZ format:
```
43
Properties=species:S:1:pos:R:3:lowdin_charge:R:1
C 1.897 0.289 4.180 -0.33
C -2.177 -0.004 -1.226 -0.28
H -2.962 1.761 -1.767 0.16
C 1.048 -1.815 -0.345 -0.23
H 1.888 1.505 1.099 0.13
H 0.031 1.845 -1.128 0.08
O 1.588 0.659 5.442 0.04
C -1.673 2.492 -4.120 -0.12
C -1.591 1.174 -3.358 -0.23
H -2.686 2.930 -3.994 0.08
H -3.022 -0.701 0.597 0.11
H -0.579 -0.407 0.378 0.12
C -1.926 1.311 -1.890 -0.40
H 3.143 -1.950 0.098 0.14
O -0.284 -3.449 0.911 0.14
H -0.541 0.821 -3.486 0.13
O 1.764 -3.963 0.275 0.11
H 1.275 -2.067 -1.371 0.16
C 2.400 -1.554 2.711 -0.03
N -2.489 0.132 0.236 0.03
H -3.172 0.881 0.333 0.08
H 1.375 2.156 3.291 0.12
H 2.211 -1.750 4.798 0.12
H -3.033 -0.503 -1.739 0.16
N -0.137 -1.006 -0.306 0.11
H -1.481 2.294 -5.209 0.08
C -0.997 -1.023 -1.369 -0.43
C 1.732 1.148 3.134 -0.03
C 2.165 -1.071 3.939 -0.03
H 2.639 -0.275 -0.395 0.14
O -0.835 -1.783 -2.306 0.08
H 2.674 -2.554 2.544 0.11
H -2.293 0.468 -3.794 0.12
H -0.858 -2.672 0.730 0.11
H -1.038 3.212 -1.667 0.08
C 2.321 -1.203 0.178 -0.09
C -0.993 2.234 -1.167 -0.06
H -0.945 3.303 -3.920 0.07
C 2.247 -0.673 1.606 -0.20
C 0.875 -3.145 0.317 -0.49
H -1.280 2.387 -0.142 0.07
H 1.723 -0.113 6.044 0.12
C 1.993 0.678 1.858 -0.05
```

- E_LUMO: 0.409 eV
- E_HOMO: -8.52 eV
- Kohn-Sham gap: 8.93 eV



The least stable of them is *P*.



*P*
This record from the Open Molecules 2025 dataset describes the ion C5H12N3O with charge +1. The level of theory is ωB97M-V/def2-TZVPD.

The geometry in XYZ format:
```
21
Properties=species:S:1:pos:R:3:lowdin_charge:R:1
C -0.327 1.069 0.653 -0.12
H 0.073 1.224 -1.500 0.16
H 2.138 1.451 0.664 0.13
H -1.901 0.543 -0.446 0.18
H -0.706 2.160 0.772 0.18
C 0.774 -0.848 -0.636 -0.23
N 1.425 -1.190 0.542 -0.05
N 1.760 1.585 -0.309 0.07
C -0.715 -1.326 -0.707 -0.12
H -1.026 -0.687 -1.509 0.11
C -1.334 -1.045 0.625 -0.16
H -0.788 -2.400 -0.909 0.14
H 2.460 1.649 -1.143 0.18
H -0.621 -1.283 1.407 0.13
H 1.308 -0.840 -1.632 0.16
H 0.347 0.737 1.509 0.16
H -2.254 -1.667 0.773 0.16
C 0.601 0.940 -0.569 -0.33
O 2.684 -1.066 0.721 0.01
N -1.570 0.359 0.509 0.02
H -2.326 0.635 1.185 0.22
```

- E_LUMO (alpha / beta): -4.186 / -4.187 eV
- E_HOMO (alpha / beta): -12.62 / -12.63 eV
- Charge: +1
- Kohn-Sham gap (alpha / beta): 8.44 / 8.44 eV



*Q*
This record from the Open Molecules 2025 dataset describes a cluster of 2 separate species, C5H12N3O in total. The level of theory is ωB97M-V/def2-TZVPD.

The geometry in XYZ format:
```
21
Properties=species:S:1:pos:R:3:lowdin_charge:R:1
C 1.486 -0.040 0.183 -0.23
H -1.771 0.717 -2.159 0.13
H 1.180 1.840 1.070 0.16
H 1.465 -1.799 1.545 0.07
H 0.044 -0.836 1.612 0.10
C -2.343 0.684 -1.222 -0.23
N -1.359 0.633 -0.156 0.03
H 1.542 -0.244 2.279 0.11
C 1.152 -0.836 1.432 0.01
C 1.852 1.298 0.330 -0.02
H -2.702 1.702 -1.041 0.13
H 2.050 1.905 -0.502 0.09
H 2.181 -0.442 -1.936 0.15
H 0.430 -0.762 -1.428 0.11
N -1.727 -0.219 0.626 -0.08
N -2.734 -0.891 0.315 0.05
O -3.166 -0.399 -1.004 -0.02
H 2.689 1.511 1.039 0.16
H -3.422 -1.200 0.983 0.17
H 1.676 -1.859 -0.888 0.13
C 1.478 -0.761 -1.078 -0.01
```

- E_LUMO: -5.653 eV
- E_HOMO: -12.78 eV
- Charge: +1
- Kohn-Sham gap: 7.12 eV



The least stable of them is *Q*.



*P*
This record from the Open Molecules 2025 dataset describes the ion C5H14N2 with charge -1. The level of theory is ωB97M-V/def2-TZVPD.

The geometry in XYZ format:
```
21
Properties=species:S:1:pos:R:3:lowdin_charge:R:1
H 1.749 -1.493 2.561 0.08
H -2.415 0.948 -3.015 0.04
H -0.485 -1.886 2.120 0.03
H -0.275 -0.131 -2.278 0.09
N -0.400 0.510 -0.323 -0.09
H -2.649 1.377 -1.346 0.03
N 0.205 -2.210 1.437 -0.04
C 0.977 0.792 0.103 -0.35
C 1.393 -1.354 1.527 -0.35
H 2.236 -1.706 0.941 0.09
H -0.151 1.498 -2.286 0.08
H 1.068 1.866 0.312 0.04
H -2.597 -0.306 -1.703 0.05
C 1.202 0.172 1.467 -0.34
H 0.387 0.402 2.153 0.06
H -1.020 1.068 0.263 0.04
H 1.697 0.478 -0.644 0.10
H 2.176 0.511 1.834 0.07
C -2.156 0.641 -2.008 -0.24
C -0.664 0.712 -1.714 -0.43
H -0.278 -1.891 0.599 0.03
```

- E_LUMO (alpha / beta): 4.075 / 4.248 eV
- E_HOMO (alpha / beta): 1.40 / -4.94 eV
- <S²>: 0.750
- Charge: -1
- Kohn-Sham gap (alpha / beta): 2.67 / 9.19 eV
- Spin multiplicity: 2



*Q*
This record from the Open Molecules 2025 dataset describes the ion C5H14N2 with charge -1. The level of theory is ωB97M-V/def2-TZVPD.

The geometry in XYZ format:
```
21
Properties=species:S:1:pos:R:3:lowdin_charge:R:1
H 2.200 -1.728 -0.819 0.03
H 2.141 -1.675 0.960 0.02
C 1.615 -1.340 0.050 -0.38
H 0.764 -2.033 0.014 0.01
H -3.383 -0.908 -0.253 0.05
H 0.298 1.639 -0.728 0.11
C -0.966 0.059 -0.954 -0.30
H -3.699 0.602 0.618 0.05
N -1.629 0.259 0.336 -0.14
H -1.497 0.767 -1.625 0.11
C 0.459 0.564 -0.888 -0.28
H -1.121 -0.246 1.054 0.07
H 2.969 1.283 -0.065 0.06
H 1.774 1.821 1.072 0.06
N 1.296 0.035 0.140 -0.30
H -1.121 -0.965 -1.325 0.08
C -2.991 -0.225 0.510 -0.23
H 2.887 0.410 1.464 0.04
C 2.264 0.907 0.734 -0.24
H -2.975 -0.912 1.387 0.06
H 0.892 0.343 -1.887 0.10
```

- E_LUMO (alpha / beta): 3.963 / 3.907 eV
- E_HOMO (alpha / beta): 1.37 / -4.42 eV
- <S²>: 0.750
- Charge: -1
- Kohn-Sham gap (alpha / beta): 2.59 / 8.32 eV
- Spin multiplicity: 2



The least stable of them is *Q*.